The following is a DFT calculation (ωB97M-V/def2-TZVPD) of C5H9NO2 as an isolated structure.

```
17
Properties=species:S:1:pos:R:3
C 2.13134 0.23084 0.59788
C 1.12166 -0.45204 -0.28792
C -0.19991 0.27835 -0.22621
C -1.43981 -0.33417 -0.79744
C -1.00402 0.40347 1.10306
H 2.71234 1.20877 0.32435
H 2.82558 -0.64506 0.81337
H 1.72017 0.63944 1.65880
H -0.47934 2.15347 -1.52268
H -2.17102 0.30364 -1.43058
H -1.46957 -1.31756 -1.50147
H -2.98678 -0.42349 0.56340
H -1.11884 1.59504 0.88918
H -0.84356 0.21336 2.18484
N -1.93802 -0.59008 0.61866
O 1.11676 -1.62923 -0.38574
O 0.34843 1.58476 -0.69501
```

As for the net charge: 0. The value obtained for the total energy is -10910.5446 eV. The energy relative to the best compared isomer or geometry (same formula, charge and spin) is 581.91 kJ/mol. The orbital gap is 9.51 eV.

Atom charges from the natural (NBO) analysis, given in e for atoms 1 to 2:
1. C -0.746
2. C 0.577